{
  "formula": "C22H38F6O26PS5",
  "method": "wB97M-V/def2-TZVPD",
  "lumo_ev": 1.59,
  "homo_energy_ev": -8.4647,
  "orbital_gap_ha": 0.3695,
  "total_charge": -1,
  "species": ["P", "F", "F", "F", "F", "F", "F", "O", "C", "O", "C", "C", "C", "H", "H", "H", "H", "H", "H", "O", "C", "O", "C", "C", "C", "H", "H", "H", "H", "H", "H", "O", "C", "O", "C", "C", "C", "H", "H", "H", "H", "H", "H", "C", "C", "O", "S", "O", "O", "O", "H", "H", "H", "H", "C", "C", "O", "S", "O", "O", "O", "H", "H", "H", "H", "C", "C", "O", "S", "O", "O", "O", "H", "H", "H", "H", "C", "C", "O", "S", "O", "O", "O", "H", "H", "H", "H", "C", "C", "O", "S", "O", "O", "O", "H", "H", "H", "H"],
  "positions_angstrom": [[14.03330, 17.48309, -5.64269], [14.57652, 17.37593, -7.12699], [13.58033, 18.97003, -6.00133], [12.51663, 16.93059, -6.03397], [13.65797, 17.59037, -4.05182], [14.63348, 15.89648, -5.46416], [15.46940, 18.11603, -5.28949], [17.31925, 24.45573, -8.02751], [16.74888, 23.84611, -7.05038], [15.60462, 24.15292, -6.49052], [15.04803, 23.11285, -5.65024], [15.70587, 21.80955, -6.29826], [17.10518, 22.40350, -6.61516], [13.96911, 22.96096, -5.61923], [15.39671, 23.28470, -4.63191], [15.29623, 21.51541, -7.26459], [15.65824, 20.94960, -5.63020], [17.52502, 21.86390, -7.46408], [17.73117, 22.56652, -5.73785], [7.75706, 19.29412, -9.36822], [8.94126, 19.33840, -9.00790], [9.75259, 20.28286, -9.39090], [11.07004, 19.83447, -9.43927], [11.06345, 18.39291, -8.97316], [9.67873, 18.31273, -8.28609], [11.71902, 20.46548, -8.83201], [11.50205, 19.95506, -10.43270], [11.90546, 18.04720, -8.37349], [11.14676, 17.83341, -9.90488], [9.70033, 18.54658, -7.22168], [9.31773, 17.28549, -8.23558], [11.62935, 10.43995, -5.21838], [12.45644, 11.27036, -4.87387], [12.11731, 12.44857, -4.42455], [13.13824, 13.23720, -3.84732], [14.28392, 12.21956, -3.83757], [13.93722, 11.08194, -4.93150], [13.21957, 13.54492, -2.80483], [13.53246, 14.10984, -4.36807], [14.39557, 11.74526, -2.86255], [15.20958, 12.67902, -4.18421], [14.29290, 10.20395, -4.39234], [14.36804, 11.20914, -5.92464], [13.93254, 20.32496, -1.39233], [14.17787, 20.65168, -2.90435], [13.08033, 21.51010, -3.24833], [12.26354, 22.15339, -1.97362], [10.84976, 21.83072, -2.24608], [12.61480, 23.56380, -1.71781], [12.86792, 21.15651, -0.90602], [14.71092, 20.69950, -0.72753], [13.83405, 19.27275, -1.12540], [14.34096, 19.79696, -3.56082], [14.97497, 21.39227, -2.96969], [10.59100, 18.49554, -2.66871], [10.43178, 17.08784, -3.30140], [11.12092, 16.04236, -2.54489], [11.58987, 16.70821, -1.10643], [13.01344, 16.93891, -0.85751], [10.97526, 15.92439, -0.05793], [10.70069, 18.15818, -1.28947], [9.75157, 19.16210, -2.86659], [11.51453, 18.86177, -3.11711], [10.81369, 17.22900, -4.31250], [9.39957, 16.75826, -3.41985], [12.85713, 14.79165, -8.42061], [12.78345, 13.54083, -7.44800], [12.93611, 12.47477, -8.24253], [13.91744, 12.75961, -9.49647], [13.31784, 12.46188, -10.75887], [15.19096, 12.13446, -9.12718], [13.83643, 14.43377, -9.24292], [13.07193, 15.71530, -7.88320], [11.96975, 14.95928, -9.03098], [11.92991, 13.35560, -6.79586], [13.59309, 13.52754, -6.71834], [19.55499, 18.84073, -5.64767], [18.24540, 18.91613, -6.55012], [18.63621, 19.40108, -7.81263], [20.23070, 19.99703, -7.77394], [20.11755, 21.38363, -8.15503], [20.97316, 19.04467, -8.51462], [20.54112, 19.83877, -6.19068], [19.94521, 17.82510, -5.71326], [19.34200, 18.96319, -4.58572], [17.52770, 19.54850, -6.02752], [17.75932, 17.95081, -6.69156], [16.46656, 17.19565, -9.81481], [15.86076, 18.61820, -9.93662], [15.08971, 18.65602, -11.18196], [15.16933, 17.22265, -12.03129], [15.67469, 17.28899, -13.37672], [13.95108, 16.40248, -11.72910], [16.49872, 16.84729, -11.12649], [15.90638, 16.52850, -9.15967], [17.45898, 17.30583, -9.37770], [16.64256, 19.37492, -9.87134], [15.20012, 18.74716, -9.07927]],
  "forces_ev_per_angstrom": [[0.8, -1.3, 0.3], [-0.4, -0.6, -1.9], [-1.3, 0.8, 0.6], [1.4, 0.2, 0.6], [-0.4, -0.3, -1.1], [-1.2, 1.7, 0.5], [1.1, -0.2, 1.0], [-2.6, -1.7, 4.8], [2.4, -0.7, -5.1], [-1.8, 1.7, 0.5], [1.2, -2.3, -1.0], [0.7, 1.7, 1.1], [-0.8, 0.4, -0.4], [0.0, 1.1, -0.5], [0.1, -0.1, 0.0], [-0.6, 0.2, 0.2], [0.2, 0.1, 0.0], [0.7, 0.3, 0.4], [0.4, -0.7, 0.0], [2.3, 0.5, 1.2], [-4.7, -1.4, -1.6], [-0.1, 1.9, -0.9], [2.6, 0.5, 0.6], [0.0, -0.3, -0.2], [1.7, -2.0, 1.0], [-0.3, 0.2, 0.4], [-0.5, -0.1, -0.3], [-0.1, 0.5, 0.2], [-0.6, -0.6, 0.2], [0.4, 0.6, 0.1], [-0.6, 0.3, -0.7], [0.7, 1.3, 0.4], [-0.7, -3.5, -1.6], [-2.4, 2.7, 1.1], [3.7, -1.2, 0.0], [1.6, -0.7, -2.1], [0.5, 1.8, 2.9], [-2.2, 0.0, 0.3], [-1.2, 0.0, -0.9], [0.1, 0.0, -0.1], [0.2, 0.1, 0.7], [-0.4, -0.5, -0.9], [-0.1, 0.0, 0.1], [1.4, 0.3, 0.6], [0.2, 1.7, 1.7], [-1.4, 0.3, 0.1], [-2.0, 0.6, -1.8], [2.9, 0.8, 0.9], [-0.3, -3.5, -0.4], [-1.1, 0.3, -0.3], [0.8, -0.3, -0.6], [-0.9, 0.1, -0.3], [-0.6, 0.2, 0.0], [0.8, -0.8, 0.0], [0.5, -2.3, -0.3], [-0.9, 0.4, -1.6], [1.0, 2.5, 1.0], [-0.7, -0.2, 1.8], [-2.2, 0.2, -1.8], [0.1, 1.0, -1.4], [1.7, -1.2, 0.9], [0.1, -0.2, 0.3], [0.1, 0.6, 0.6], [0.5, -0.9, 0.0], [0.0, 0.0, 0.5], [-2.8, -0.2, 3.0], [-0.5, 2.9, 2.2], [0.2, -3.1, -3.3], [0.9, 0.2, 1.5], [0.3, 0.2, 1.0], [-2.0, 1.8, -1.0], [4.3, -2.6, -3.0], [0.3, -0.3, -0.1], [-0.6, -0.2, 0.4], [-0.6, 0.5, -0.6], [0.6, 0.7, -0.1], [-0.5, -0.7, -1.1], [0.8, 0.0, 1.5], [1.9, 1.0, 0.3], [-2.5, 0.7, -0.4], [0.8, -1.7, 0.8], [0.5, 0.2, 0.1], [-2.0, -0.9, -0.3], [0.6, 0.2, -0.4], [0.2, 0.9, -0.2], [-0.1, 0.4, -0.5], [0.3, -0.1, 0.2], [-0.7, 1.9, 1.4], [-0.6, -0.6, 1.1], [-0.2, -0.6, -0.7], [-0.4, -1.1, 2.7], [-0.9, 0.5, 1.5], [3.6, 2.6, -0.8], [0.0, -2.8, -3.2], [-0.3, -0.1, -0.3], [0.2, -0.3, -0.5], [-0.2, 0.1, -0.8], [-0.4, 0.3, -0.3]],
  "lowdin_charge": [0.22, -0.15, -0.15, -0.17, -0.16, -0.20, -0.17, 0.04, -0.43, 0.03, -0.10, -0.12, -0.08, 0.12, 0.12, 0.12, 0.08, 0.10, 0.13, 0.09, -0.51, 0.07, -0.18, -0.12, -0.07, 0.12, 0.13, 0.10, 0.12, 0.13, 0.13, 0.10, -0.53, 0.04, -0.16, -0.13, -0.03, 0.13, 0.10, 0.11, 0.11, 0.12, 0.12, -0.12, -0.13, -0.23, 0.70, -0.27, -0.26, -0.20, 0.13, 0.11, 0.10, 0.11, -0.17, -0.16, -0.19, 0.73, -0.27, -0.26, -0.20, 0.14, 0.11, 0.10, 0.13, -0.22, -0.21, -0.19, 0.74, -0.22, -0.25, -0.19, 0.09, 0.13, 0.14, 0.11, -0.09, -0.19, -0.23, 0.67, -0.23, -0.22, -0.20, 0.12, 0.12, 0.09, 0.12, -0.21, -0.13, -0.22, 0.76, -0.23, -0.27, -0.20, 0.12, 0.13, 0.12, 0.11]
}